# 1
A cluster of 2 separate species, C38H52B2Cl4N2O in total in a non-equilibrium geometry, computed with ωB97M-V/def2-TZVPD.

Last column: Löwdin charge in e.
Element x y z (Å)
Cl -4.3250 1.0941 4.6589  0.41
B -3.0222 -0.1365 4.0352  -1.86
Cl -2.5090 -1.2132 5.5289  0.44
Cl -3.7009 -1.2976 2.7313  0.46
O -1.9288 0.6306 3.4579  -0.22
C -0.5778 0.2694 3.6258  -0.22
C -0.0263 1.0549 4.8182  -0.21
C 0.8620 0.3364 5.6010  -0.06
C 1.6200 0.9903 6.5693  -0.10
C 1.4511 2.3849 6.7279  -0.68
Cl 2.4271 3.2091 7.8882  0.64
C 0.5462 3.1211 5.9260  -0.09
C -0.2367 2.4353 4.9822  -0.02
H -0.5866 -0.8214 3.7981  0.10
H 0.9132 -0.7465 5.4314  0.12
H 2.3046 0.3973 7.1789  0.10
H 0.4392 4.2043 6.0646  0.11
H -1.0235 2.9552 4.4251  0.12
C -0.0906 2.1939 -3.5763  -0.06
C -0.8107 1.4009 -4.6468  -0.52
C -1.6345 2.4421 -5.4290  -0.07
C 0.1811 0.7883 -5.6369  -0.03
C -1.7442 0.2682 -4.0988  -0.06
C -2.8896 0.0567 -4.8664  -0.03
C -4.0051 -0.5966 -4.3658  -0.02
C -3.8479 -1.3356 -3.2058  -0.02
C -2.5572 -1.5288 -2.6735  -0.09
C -2.4092 -2.9305 -2.0244  -0.55
C -0.9895 -3.3129 -1.6961  -0.06
C -2.9081 -4.0074 -3.0114  -0.04
C -3.2840 -2.9920 -0.7774  -0.02
C -1.5458 -0.5763 -2.9667  -0.06
N -0.3416 -0.4663 -2.1863  0.05
C -0.2980 -0.2117 -0.8327  -0.11
B -1.5026 -0.7549 -0.0692  -0.02
H 0.1139 0.4810 2.8072  0.09
N 1.0547 -0.0596 -0.5162  0.06
C 1.7220 0.2283 0.7570  -0.05
C 2.5405 -0.7491 1.3971  -0.08
C 2.7916 -2.1933 0.9159  -0.53
C 3.1317 -3.1187 2.0978  -0.06
C 4.0092 -2.2190 -0.0161  -0.03
C 1.5891 -2.8322 0.2433  -0.05
C 3.2930 -0.4118 2.5196  -0.03
C 3.1529 0.8108 3.1344  -0.03
C 2.2408 1.7083 2.6082  -0.04
C 1.6425 1.5176 1.3551  -0.08
C 0.9662 2.7869 0.7703  -0.52
C -0.5168 2.7985 1.1288  -0.01
C 1.1111 2.8872 -0.7382  -0.06
C 1.5822 4.0758 1.3411  -0.06
C 1.8149 -0.2906 -1.6747  -0.01
C 0.9536 -0.6134 -2.6572  -0.03
H 0.7417 1.6303 -3.1585  0.05
H 0.3451 3.0982 -4.0208  0.10
H -0.7905 2.5203 -2.8000  0.10
H -2.0008 2.0526 -6.3888  0.08
H -2.4810 2.8069 -4.8308  0.10
H -0.9988 3.3055 -5.6656  0.09
H -0.3474 0.1845 -6.3863  0.10
H 0.7407 1.5805 -6.1522  0.10
H 0.9047 0.1413 -5.1352  0.05
H -2.9393 0.4888 -5.8556  0.11
H -4.9597 -0.5511 -4.8782  0.12
H -4.6894 -1.8931 -2.7934  0.12
H -0.9794 -4.3290 -1.2768  0.11
H -0.5975 -2.6378 -0.9441  0.02
H -0.3548 -3.3042 -2.5900  0.11
H -3.9755 -3.9042 -3.2383  0.08
H -2.3379 -3.9450 -3.9474  0.10
H -2.7499 -5.0039 -2.5773  0.09
H -4.3530 -2.9248 -1.0343  0.10
H -3.1178 -3.9569 -0.2704  0.11
H -3.0156 -2.1653 -0.0942  0.03
H -2.2910 0.0974 0.2528  0.08
H -1.1105 -1.5096 0.8315  0.09
H 2.3721 -3.0316 2.8893  0.11
H 3.1534 -4.1558 1.7345  0.09
H 4.1263 -2.9201 2.5207  0.08
H 3.8469 -1.6276 -0.9249  0.06
H 4.8830 -1.8074 0.5106  0.10
H 4.2145 -3.2615 -0.3015  0.10
H 1.4198 -2.4020 -0.7449  0.05
H 1.8058 -3.9046 0.0923  0.10
H 0.6908 -2.7459 0.8692  0.10
H 3.9882 -1.1349 2.9342  0.11
H 3.7702 1.0611 3.9967  0.12
H 2.0314 2.6219 3.1546  0.11
H -0.6846 2.5729 2.1975  0.08
H -0.9170 3.8101 0.9222  0.11
H -1.0733 2.0602 0.5365  0.07
H 2.1619 2.8456 -1.0593  0.11
H 0.5702 2.0657 -1.1986  0.02
H 0.6540 3.8281 -1.0870  0.10
H 2.6738 4.0918 1.2279  0.10
H 1.1732 4.9346 0.7918  0.09
H 1.3217 4.2303 2.3957  0.08
H 2.8879 -0.1121 -1.6935  0.14
H 1.1457 -0.9118 -3.6684  0.12

Results
Strongest force on any atom = 4.57 eV/Å
Kohn-Sham gap = 6.3 eV
Charge = 0


# 2
A cluster of 2 separate species, C9H17PS in total in a non-equilibrium geometry, computed with ωB97M-V/def2-TZVPD.

Last column: Löwdin charge in e.
Element x y z (Å)
C 1.9404 -0.0676 1.0309  0.13
C 2.7155 -0.8139 0.3180  -0.47
C -2.6521 1.4483 0.9150  -0.26
C -2.8915 1.1336 -0.5600  -0.23
C -2.3181 0.1291 1.6009  -0.36
C -1.6949 0.3288 -1.0664  -0.53
C 4.2244 -0.8059 0.5013  -0.07
C 2.2317 -1.7397 -0.7609  -0.08
C -0.4679 1.1804 -1.3637  -0.13
P -1.3363 -0.8649 0.3488  0.50
S -2.2375 -2.5840 0.0256  0.17
H 1.9205 0.6421 1.8198  0.03
H -1.8159 2.1439 1.0087  0.10
H -3.5295 1.9090 1.3702  0.11
H -3.7967 0.5263 -0.6520  0.11
H -3.0273 2.0430 -1.1485  0.11
H -1.7385 0.2655 2.5145  0.07
H -3.2190 -0.4405 1.8468  0.07
H -1.9601 -0.2535 -1.9542  0.10
H 4.5550 -1.8100 0.7594  0.08
H 4.6994 -0.5089 -0.4314  0.08
H 4.5213 -0.1199 1.2892  0.07
H 2.6235 -2.7413 -0.5983  0.08
H 2.5828 -1.3881 -1.7309  0.08
H 1.1425 -1.7807 -0.7659  0.03
H -0.0511 1.5957 -0.4490  0.06
H -0.7235 1.9987 -2.0352  0.08
H 0.3027 0.5740 -1.8328  0.07

Results
ΔE to the lowest compared entry with this formula, charge and spin = 52.8 kcal/mol
Strongest force on any atom = 1.19 eV/Å
Kohn-Sham gap (alpha / beta) = 6.8 / 8.2 eV
Charge = 0


# 3
The molecule C2H4N2S2 in a non-equilibrium geometry, computed with ωB97M-V/def2-TZVPD.

Last column: Löwdin charge in e.
Element x y z (Å)
C -0.7189 0.4514 -0.1256  -0.95
C 0.5658 -0.3740 -0.1260  -0.93
H -1.3501 2.4372 -0.3814  0.21
H 0.5282 1.8344 0.2261  0.04
H 1.3615 -2.2030 0.2076  0.13
H -0.3124 -2.0906 0.0387  -0.01
N -0.5676 1.7698 0.1955  0.01
N 0.4897 -1.6420 0.1221  0.04
S -2.0566 -0.4040 -0.0691  0.75
S 2.0603 0.2209 -0.0880  0.72

Results
ΔE to the lowest compared entry with this formula, charge and spin = 41.0 kcal/mol
Strongest force on any atom = 5.25 eV/Å
Kohn-Sham gap = 7.7 eV
Charge = 0
SMILES = NC(=S)C(N)=S


# 4
A cluster of 8 separate species, C48H72Br2N12 in total in a non-equilibrium geometry, computed with ωB97M-V/def2-TZVPD.

Last column: Löwdin charge in e.
Element x y z (Å)
C 9.2796 -9.2803 -9.0780  0.06
N 10.1982 -10.1517 -8.2784  -0.07
C 9.7723 -11.3697 -7.9512  0.02
C 10.6000 -12.2360 -7.2254  0.08
C 11.8368 -11.7152 -6.8019  -0.14
C 12.2427 -10.4407 -7.0903  0.03
C 11.4633 -9.7085 -7.8857  0.05
C 12.7360 -12.5020 -5.9174  -0.10
C 12.2739 -13.0207 -4.6775  0.07
C 13.1686 -13.6839 -3.8250  0.01
N 14.4323 -13.8534 -4.1832  -0.08
C 14.8660 -13.5127 -5.3742  -0.03
C 14.1027 -12.8407 -6.2732  0.07
C 15.3604 -14.4434 -3.0956  0.06
H 9.7988 -8.3401 -9.2954  0.11
H 8.4334 -8.9653 -8.4482  0.13
H 9.0428 -9.9126 -9.9466  0.12
H 8.8594 -11.6616 -8.4106  0.15
H 10.3038 -13.2508 -7.0207  0.14
H 13.2363 -10.1770 -6.8075  0.14
H 11.6542 -8.6727 -8.2139  0.17
H 11.1928 -12.9720 -4.3301  0.16
H 12.9915 -14.1471 -2.8517  0.15
H 15.9150 -13.8222 -5.5201  0.17
H 14.5782 -12.6026 -7.1845  0.13
H 15.5258 -15.4660 -3.4448  0.05
H 14.8831 -14.3331 -2.1250  0.10
H 16.2417 -13.7843 -3.1298  0.11
C 25.2178 -27.5715 -12.1590  0.01
N 25.2167 -27.6700 -10.7512  -0.09
C 24.3394 -26.9591 -9.9919  0.01
C 24.1212 -27.2387 -8.6839  0.06
C 24.9084 -28.2909 -8.0837  -0.07
C 25.9395 -28.8926 -8.7646  0.07
C 26.0705 -28.5957 -10.1646  0.12
C 24.4738 -28.8102 -6.6956  -0.10
C 23.2212 -28.5178 -6.1840  0.06
C 22.8034 -29.1964 -5.0462  0.03
N 23.6270 -30.0686 -4.4237  -0.07
C 24.8062 -30.3937 -4.9886  0.03
C 25.2493 -29.7678 -6.1074  0.02
C 22.9233 -30.7723 -3.3126  0.05
H 24.3601 -28.1582 -12.5381  0.14
H 26.1240 -28.0836 -12.5077  0.12
H 25.0876 -26.5635 -12.5243  0.12
H 23.8000 -26.1784 -10.4966  0.15
H 23.3978 -26.6982 -8.1356  0.11
H 26.5126 -29.6723 -8.3367  0.11
H 26.7558 -29.0599 -10.8114  0.14
H 22.5735 -27.7682 -6.6215  0.13
H 21.7979 -28.9949 -4.6061  0.15
H 25.1948 -31.2373 -4.3797  0.18
H 26.2455 -30.0525 -6.3565  0.13
H 22.4287 -31.6551 -3.6704  0.11
H 22.1271 -30.0507 -2.9986  0.11
H 23.6299 -30.8569 -2.4493  0.13
C 11.4439 -33.5165 -2.5356  -0.07
C 11.7661 -32.2253 -3.2521  -0.17
N 13.2143 -32.0622 -3.5565  -0.03
C 14.1667 -31.4130 -2.8214  -0.02
C 15.3756 -31.6914 -3.3180  -0.04
N 15.1651 -32.5105 -4.3921  -0.09
C 13.8508 -32.7814 -4.5097  0.01
C 16.2005 -33.1708 -5.1803  0.01
H 12.1131 -33.6127 -1.6857  0.08
H 11.4435 -34.4214 -3.2127  0.10
H 10.3977 -33.5354 -2.1611  0.10
H 11.4966 -31.4002 -2.5742  0.13
H 11.1198 -32.1441 -4.0951  0.12
H 13.9515 -30.6878 -2.0354  0.15
H 16.3344 -31.3504 -3.0458  0.04
H 13.4284 -33.4521 -5.1998  0.16
H 15.9429 -33.1653 -6.2634  0.10
H 16.2634 -34.2198 -4.9183  0.10
H 17.2141 -32.6093 -5.0448  0.13
C 25.6685 -15.2271 -1.5505  -0.10
C 25.4130 -16.7077 -1.5618  -0.15
N 23.8735 -17.0293 -1.6882  -0.04
C 23.1626 -17.2501 -2.8431  0.00
C 21.7736 -17.3800 -2.4752  0.02
N 21.7869 -17.2528 -1.1018  -0.11
C 23.0024 -16.9959 -0.6435  -0.02
C 20.5978 -17.3099 -0.2769  -0.05
H 24.8381 -14.7007 -2.1464  0.11
H 26.6942 -14.9806 -1.9975  0.11
H 25.5883 -14.8607 -0.5083  0.08
H 25.9335 -17.1550 -0.6921  0.13
H 25.8549 -17.1230 -2.5333  0.14
H 23.5537 -17.2150 -3.8109  0.11
H 20.9680 -17.5011 -3.2646  0.12
H 23.3263 -16.8283 0.4098  0.19
H 20.0167 -18.2289 -0.4633  0.08
H 19.9415 -16.3930 -0.3652  0.10
H 20.8653 -17.3493 0.7463  0.07
C 12.0017 -25.8997 -13.8531  -0.08
C 11.4651 -26.9389 -12.9727  -0.15
N 12.0628 -26.8608 -11.6080  -0.03
C 11.6268 -25.9964 -10.6468  0.00
C 12.4988 -26.0497 -9.6064  0.01
N 13.4429 -26.9534 -10.0013  -0.10
C 13.1631 -27.4639 -11.1577  -0.04
C 14.5731 -27.5847 -9.2429  0.05
H 11.9131 -24.8951 -13.4405  0.08
H 11.3424 -25.7648 -14.6999  0.09
H 13.0586 -25.9987 -14.2072  0.11
H 11.7957 -27.9165 -13.2875  0.13
H 10.3956 -26.9295 -12.8888  0.14
H 10.8272 -25.2879 -10.8413  0.15
H 12.5301 -25.4719 -8.7141  0.13
H 13.7169 -28.2547 -11.6290  0.17
H 15.0595 -28.3251 -9.9196  0.11
H 14.1229 -27.9281 -8.2911  0.12
H 15.2767 -26.7644 -9.0928  0.10
C 16.7599 -24.7188 -0.1989  -0.08
C 15.8773 -24.0877 0.8119  -0.13
N 16.1112 -24.5106 2.2755  -0.02
C 15.6808 -23.8321 3.3864  0.00
C 16.1582 -24.5138 4.4590  0.00
N 16.8387 -25.5769 3.9464  -0.08
C 16.7919 -25.5516 2.6205  -0.04
C 17.6569 -26.4843 4.7699  0.05
H 17.7789 -24.4383 0.0233  0.09
H 16.5449 -24.2448 -1.1360  0.09
H 16.6413 -25.7983 -0.3286  0.09
H 14.8009 -24.3542 0.6253  0.15
H 15.9824 -23.0283 0.8353  0.12
H 15.0358 -22.9712 3.4332  0.14
H 15.8919 -24.2857 5.4932  0.16
H 17.3217 -26.2548 2.0503  0.16
H 17.9028 -25.9454 5.6876  0.11
H 18.5734 -26.7192 4.2645  0.10
H 17.1194 -27.3428 5.0302  0.09
Br 18.1287 -29.2678 -3.9456  -0.76
Br 17.8311 -17.3303 -2.6393  -0.64

Results
Strongest force on any atom = 4.14 eV/Å
Kohn-Sham gap = 3.4 eV
Charge = +6